Computed, not measured: C6H10O as an isolated structure, with the ωB97M-V functional and the def2-TZVPD basis.

Atoms and positions in Å:
C1 -1.59891 1.26817 -0.41540
C2 -0.39884 0.39098 -0.19109
C3 0.91611 0.88803 0.43873
C4 1.41418 -0.25843 -0.45005
C5 0.86504 -1.52187 0.23389
C6 -0.58623 -1.00784 0.43324
O1 0.35977 0.05951 -1.39390
H1 -2.43748 0.69262 -0.82089
H2 -1.35262 2.06801 -1.11920
H3 -1.91877 1.72164 0.52898
H4 1.04357 0.82306 1.52467
H5 1.20926 1.86710 0.05288
H6 2.41022 -0.28427 -0.89542
H7 1.38033 -1.76385 1.16896
H8 0.91976 -2.38655 -0.43242
H9 -1.31729 -1.58292 -0.14271
H10 -0.90809 -0.97339 1.47974

The value obtained for the relative energy (zero: lowest compared OMol25 entry of this formula, charge and spin) is 0.663 eV. Its HOMO-LUMO gap is 10.67 eV. For the total energy, the calculation gives -309.818008 hartree. The HOMO energy is -9.6 eV. Its maximum force is 0.42 eV/Å.